A structure of composition C35H35BrFeN4O6Sb, computed with the ωB97M-V functional and the def2-TZVPD basis.

The geometry in ORCA input format:
```
! wB97M-V def2-TZVPD RIJCOSX def2/J DEFGRID3
* xyz 0 2
Fe -0.8430 -0.2273 0.8921
C -2.1833 -3.7251 2.8438
C -1.2682 -2.6813 2.2599
O -1.8002 -1.5973 1.9355
C 0.1226 -2.9823 2.1714
C 1.1407 -2.1512 1.7395
C 2.5539 -2.6320 1.7042
N 0.8653 -0.9071 1.2998
N 1.9106 -0.1800 0.9089
C 1.4870 0.8900 0.2207
O 0.2660 1.1489 0.0195
C 2.5131 1.7835 -0.3612
C 3.8578 1.4225 -0.3750
C 4.7907 2.2579 -0.9680
C 4.3884 3.4544 -1.5471
C 3.0479 3.8165 -1.5349
C 2.1116 2.9819 -0.9460
H -2.4813 -3.4142 3.8473
H -1.7108 -4.7024 2.9055
H -3.0859 -3.7875 2.2375
H 0.4117 -3.9766 2.4811
H 2.6286 -3.6355 2.1171
H 3.2076 -1.9524 2.2510
H 2.8836 -2.6332 0.6642
H 4.1520 0.4817 0.0686
H 5.8344 1.9724 -0.9860
H 5.1197 4.1030 -2.0122
H 2.7332 4.7477 -1.9886
H 1.0604 3.2397 -0.9402
O 3.7182 0.6897 6.7702
C 2.9913 1.7720 6.4135
O 3.2041 2.8355 6.9199
C 1.9356 1.5576 5.3723
C 1.3344 0.3205 5.1477
C 0.3641 0.1786 4.1736
C -0.0199 1.2870 3.4289
C 0.5766 2.5241 3.6399
C 1.5466 2.6572 4.6186
N -0.9885 1.1145 2.4096
C -1.9679 1.9195 2.3076
C -2.8776 1.7358 1.1727
C -3.9673 2.5511 0.9314
C -4.7389 2.3022 -0.1959
C -4.3874 1.2547 -1.0267
C -3.2780 0.4789 -0.7104
N -2.5418 0.7148 0.3677
H 3.5318 -0.0512 6.1820
H 1.5966 -0.5441 5.7468
H -0.0999 -0.7784 3.9815
H 0.3088 3.3635 3.0110
H 2.0237 3.6100 4.8025
H -2.1358 2.7237 3.0225
H -4.1977 3.3633 1.6076
H -5.5965 2.9216 -0.4211
H -4.9557 1.0329 -1.9190
H -2.9428 -0.3493 -1.3214
C 1.3241 1.6271 -4.9298
Sb 0.1401 0.7657 -3.3456
C -1.0893 2.5241 -3.0472
C -1.2196 -0.2082 -4.7097
H 0.6923 2.0567 -5.7080
H 1.9567 0.8545 -5.3662
H 1.9662 2.4050 -4.5151
H -1.9643 2.5000 -3.6973
H -0.5012 3.4122 -3.2826
H -1.4083 2.5834 -2.0062
H -1.7331 0.5281 -5.3292
H -1.9515 -0.8034 -4.1637
H -0.6504 -0.8812 -5.3520
Br 0.3739 -5.3600 -5.5001
C -0.7256 -4.4695 -4.2343
C -2.1015 -4.6053 -4.3250
C -2.8998 -3.9512 -3.3972
C -2.3250 -3.1673 -2.4076
C -0.9434 -3.0377 -2.3322
C -0.1364 -3.7023 -3.2469
C -0.2779 -2.1763 -1.2760
O 0.9301 -2.2771 -1.1032
O -1.0910 -1.3913 -0.6626
H -2.5383 -5.2131 -5.1051
H -3.9759 -4.0572 -3.4530
H -2.9383 -2.6585 -1.6761
H 0.9369 -3.5976 -3.1694
*
```

**LUMO level (alpha / beta)**: -1.11 / -1.58 eV
**Kohn-Sham gap (alpha / beta)**: 0.23212 / 0.22626 hartree
**E_HOMO (alpha / beta)**: -7.428 / -7.732 eV

---

A cluster of 9 separate species, C14H30Cl2F12N3O12S2 in total, computed with the ωB97M-V functional and the def2-TZVPD basis.

The geometry in ORCA input format:
```
! wB97M-V def2-TZVPD RIJCOSX def2/J DEFGRID3
* xyz -2 2
N -7.4147 23.6156 -1.4588
H -6.7911 23.0014 -0.9548
H -6.8322 24.3332 -1.8660
H -8.0855 24.0348 -0.8308
H -7.8265 23.1735 -2.2681
N -6.8936 20.1482 -2.6903
H -7.3564 19.2822 -2.4536
H -6.8042 20.6599 -1.8241
H -7.4747 20.6940 -3.3104
H -5.9371 20.0243 -2.9900
N -10.4995 21.0851 -2.8749
H -10.9663 21.7105 -2.2338
H -9.6554 21.5687 -3.1464
H -10.9225 20.7471 -3.7275
H -10.2282 20.2554 -2.3669
C -12.0518 23.8181 1.1561
F -11.8498 25.0056 1.7335
F -12.6331 22.9568 2.0094
F -12.7191 24.0670 0.0898
S -10.4072 22.9925 0.6815
O -9.4657 24.0862 0.5140
O -9.9593 21.9790 1.6740
O -10.6763 22.3619 -0.6557
C -9.8600 16.0712 -1.3663
F -9.7626 15.7450 -2.6149
F -11.0806 16.1092 -0.9753
F -9.1926 15.2172 -0.6106
S -8.9631 17.8221 -1.0973
O -8.8757 17.9924 0.3663
O -7.6187 17.7300 -1.7122
O -9.8022 18.8831 -1.7196
O -6.2455 24.9871 -3.7627
C -7.1342 24.6496 -4.7873
C -7.5995 23.1090 -4.8832
O -8.3209 22.4455 -3.7889
H -6.5673 24.9147 -5.6797
H -8.0257 25.2749 -4.7378
H -6.6910 22.5077 -4.8492
H -7.9390 22.7941 -5.8700
C -11.9195 19.0421 2.0428
C -11.8449 19.6186 0.6138
O -12.4812 18.7480 -0.3044
C -13.1381 19.2906 -1.3260
O -13.0880 20.5004 -1.6995
C -13.8212 18.1434 -2.1864
F -13.1906 17.9573 -3.3716
F -13.7878 16.9445 -1.5757
F -15.1368 18.4702 -2.4313
H -12.8886 18.6664 2.3711
H -11.5341 19.7662 2.7607
H -11.4141 18.0771 2.0819
H -10.8017 19.8955 0.4615
H -12.3173 20.5978 0.6916
C -15.2906 23.1597 -8.0705
C -14.2863 22.7983 -7.0367
O -13.1739 22.1706 -7.6363
C -12.2084 21.4198 -6.8970
O -12.3146 21.0729 -5.7093
C -11.0752 20.7852 -7.8512
F -11.4309 19.5070 -8.1365
F -10.9132 21.4732 -8.9741
F -9.9054 20.7516 -7.1533
H -14.8750 23.4928 -9.0215
H -16.0177 23.8842 -7.7037
H -15.9219 22.3469 -8.4295
H -14.7891 22.2560 -6.2359
H -13.8930 23.6979 -6.5632
Cl -9.5265 15.1204 -6.6064
C -8.8346 16.5354 -5.6892
C -10.0382 17.4671 -5.4365
Cl -9.4150 18.9966 -4.7525
H -7.9131 16.8930 -6.1485
H -8.4407 16.1358 -4.7547
H -10.9273 17.1912 -4.8696
H -10.4005 17.6464 -6.4488
*
```

**LUMO level (alpha / beta)**: 3.72 / 3.72 eV
**Kohn-Sham gap (alpha / beta)**: 0.07986 / 0.19295 hartree
**E_HOMO (alpha / beta)**: 1.544 / -1.535 eV

---

A cluster of 2 separate species, C6H12N2O in total, computed with the ωB97M-V functional and the def2-TZVPD basis.

The geometry in ORCA input format:
```
! wB97M-V def2-TZVPD RIJCOSX def2/J DEFGRID3
* xyz 0 1
N 2.0263 -1.6294 -0.4891
N 1.2056 -1.5409 0.6712
C -0.1486 -2.0050 0.4731
C -1.2601 -1.4726 1.3289
C -1.1796 -0.9874 0.1143
O -1.7364 -0.4494 -0.9736
H 1.7046 -0.9232 -1.1459
H 1.9235 -2.5408 -0.9506
H 1.6700 -2.0667 1.4078
H -0.2283 -3.0260 0.0741
H -1.6277 -1.4155 2.3245
H -2.5259 0.0426 -0.7188
C -0.5264 1.8792 1.0291
C 0.3704 1.6932 0.0606
C 0.2351 2.2395 -1.3207
H -1.3752 2.5324 0.8969
H -0.3615 1.5072 2.0286
H 1.2077 1.0483 0.2251
H 0.0281 1.4281 -2.0266
H -0.5732 2.9716 -1.3825
H 1.1717 2.7146 -1.6263
*
```

**ΔE to the lowest compared entry with this formula, charge and spin**: 114.3 kcal/mol
**LUMO level**: 0.71 eV
**Kohn-Sham gap**: 0.34113 hartree
**E_HOMO**: -8.576 eV

---

A structure of composition C25H39BrCoF6N3O5P2, computed with the ωB97M-V functional and the def2-TZVPD basis.

The geometry in ORCA input format:
```
! wB97M-V def2-TZVPD RIJCOSX def2/J DEFGRID3
* xyz 0 1
Co 2.1519 -0.0908 -1.0446
N 4.1444 0.2308 -0.7525
N 4.3055 1.6361 -0.7944
C 3.1529 2.3685 -1.0191
O 3.1068 3.5657 -0.9004
O 2.1652 1.6038 -1.4204
H 4.3318 -0.1294 0.2302
H 4.7871 -0.2240 -1.4071
H 5.0600 2.0534 -0.2619
O 0.1986 -0.2975 -1.0873
P -1.1541 0.0874 -0.5320
C -0.9737 1.4113 0.7644
C -2.3050 1.8579 1.3692
C -2.0956 2.9245 2.4479
C -1.2273 4.0975 1.9535
C -0.8711 3.9376 0.4780
C -0.1427 2.6136 0.2788
C -2.0424 -1.3119 0.3559
C -2.1142 -2.6502 -0.3848
C -0.7501 -3.3205 -0.4590
C -0.1962 -3.5727 0.9357
C -0.1260 -2.2616 1.7054
C -1.4925 -1.5888 1.7607
C -2.3138 0.7629 -1.8409
C -3.0944 -0.2644 -2.6583
C -2.1960 -1.0198 -3.6329
C -1.5248 -0.0417 -4.5927
C -0.7480 1.0156 -3.8156
C -1.6499 1.7347 -2.8183
H -0.3904 0.9020 1.5366
H -2.8314 1.0132 1.8192
H -2.9538 2.2703 0.5956
H -1.6378 2.4651 3.3245
H -3.0777 3.2864 2.7616
H -0.2997 4.1466 2.5287
H -1.7480 5.0435 2.1054
H -0.2183 4.7535 0.1641
H -1.7760 3.9803 -0.1316
H 0.7869 2.6545 0.8466
H 0.1558 2.4934 -0.7623
H -3.0613 -0.9135 0.4577
H -2.5165 -2.5389 -1.3886
H -2.8010 -3.2956 0.1744
H -0.0683 -2.6727 -1.0055
H -0.8289 -4.2585 -1.0094
H 0.8003 -4.0036 0.8545
H -0.8355 -4.2801 1.4710
H 0.5732 -1.5933 1.2032
H 0.2349 -2.4393 2.7218
H -1.4278 -0.6763 2.3531
H -2.1973 -2.2509 2.2748
H -3.0438 1.3152 -1.2373
H -3.8388 0.2881 -3.2422
H -3.6457 -0.9459 -2.0084
H -2.7991 -1.7420 -4.1912
H -1.4204 -1.5615 -3.0896
H -2.2869 0.4402 -5.2113
H -0.8498 -0.5840 -5.2561
H -0.3231 1.7441 -4.5075
H 0.0720 0.5403 -3.2835
H -2.4520 2.2389 -3.3680
H -1.0842 2.5004 -2.2916
F 2.4552 -1.9748 -1.1714
P 2.6109 -2.5019 -2.9142
F 3.6917 -1.2834 -3.0103
F 3.7679 -3.4667 -2.4219
F 1.5008 -3.5924 -2.6148
F 2.7320 -2.8633 -4.4378
F 1.4710 -1.3840 -3.1759
Br -0.7398 1.1201 5.7239
C 0.6571 0.0482 5.0265
C 1.0329 -1.1134 5.6874
N 2.0151 -1.8739 5.2510
C 2.6343 -1.5557 4.1313
C 2.2822 -0.4455 3.3671
C 1.2852 0.3950 3.8423
C 2.8931 -0.2440 1.9967
O 4.1034 -0.3981 1.8403
O 2.0403 0.0473 1.1096
H 0.5273 -1.4330 6.5887
H 3.4323 -2.2128 3.8199
H 1.0114 1.2838 3.2953
*
```

**ΔE to the lowest compared entry with this formula, charge and spin**: 30.2 kcal/mol
**LUMO level (alpha / beta)**: -2.94 / -3.00 eV
**Kohn-Sham gap (alpha / beta)**: 0.25141 / 0.24921 hartree
**E_HOMO (alpha / beta)**: -9.781 / -9.781 eV

---

Number 1: E -6103.2296 hartree, strongest force on any atom 0.2 eV/A. Number 2: E -4533.6847 hartree, strongest force on any atom 5.9 eV/A. Number 3: E -420.4017 hartree, strongest force on any atom 2.1 eV/A. Number 4: E -6755.4902 hartree, strongest force on any atom 3.2 eV/A.